1.
Molecular formula: C5H11N2
Method: DFT, the ωB97M-V functional and the def2-TZVPD basis

Computed properties:
**E_HOMO**: -12.926 eV
**Total energy**: -8333.496 eV
**Total charge**: +1
**HOMO-LUMO gap**: 7.18 eV
**ΔE to the lowest compared entry with this formula, charge and spin**: 349.5 kJ/mol
**Largest force on an atom**: 1.29 eV Å⁻¹

```
18
Properties=species:S:1:pos:R:3:forces:R:3
H -1.802160 -1.068824 -2.000596 -1.2 -0.2 0.2
H 3.605432 -0.692714 1.056781 0.0 0.1 -0.1
H -0.240538 3.047534 0.707565 0.0 0.1 -0.1
H -2.147666 -0.065896 0.449042 0.0 -0.2 0.0
H 2.755932 -1.973962 1.899892 0.0 0.0 0.0
N 2.119917 -1.668541 -0.095954 -0.2 0.8 0.7
H -1.107776 1.662978 1.634104 -0.1 0.2 0.1
N -1.403380 1.744751 -0.379770 0.7 -0.4 0.9
H -1.929190 0.671518 -2.552195 0.2 -0.1 0.0
H 0.428397 -1.792971 -1.187117 -0.2 -0.5 0.0
H 0.196111 -1.331623 0.617559 0.0 0.1 -0.1
C 0.865568 -1.616988 -0.210999 0.4 0.2 -0.2
C -2.022088 -0.041888 -1.734984 0.9 0.3 0.2
C -2.009922 0.440300 -0.491604 0.6 0.2 -1.0
H -0.952895 2.079615 -1.230020 -0.7 0.4 -0.2
C -0.896209 2.189494 0.710687 -0.4 -0.1 0.0
C 2.630376 -1.149218 1.195989 -0.3 -0.7 -0.3
H 1.910094 -0.433560 1.611613 0.3 0.0 0.1
```
Forces are in eV/Å.

Results of the Mulliken charge analysis, in e, for atoms 1 through 4: number 1, H, carries 0.303; number 2, H, carries 0.278; number 3, H, carries 0.280; number 4, H, carries 0.431



2.
Molecular formula: C5H11N2
Method: DFT, the ωB97M-V functional and the def2-TZVPD basis

Computed properties:
**E_HOMO**: -14.473 eV
**Total energy**: -8334.469 eV
**Total charge**: +1
**HOMO-LUMO gap**: 10.83 eV
**ΔE to the lowest compared entry with this formula, charge and spin**: 255.7 kJ/mol
**Largest force on an atom**: 3.39 eV Å⁻¹

```
18
Properties=species:S:1:pos:R:3:forces:R:3
C 0.459011 -1.619556 0.106813 0.4 -0.7 0.0
H -1.798469 1.284186 1.191101 0.1 -0.1 0.0
H -0.222525 -2.063491 0.831672 0.0 0.0 0.0
H 2.655495 1.796953 -0.240162 0.0 0.0 0.0
H 2.489444 0.677529 1.113856 0.0 0.0 0.0
C -1.717197 0.034672 -0.619051 2.5 -0.6 0.5
C -2.370389 0.937045 0.338577 -0.1 0.4 0.3
H 1.477562 -1.687142 0.488014 -0.1 0.0 0.0
N 0.081895 -0.269222 -0.141594 -2.9 1.4 -0.9
H -3.157023 1.605672 0.013002 0.0 0.0 0.0
C 0.816824 0.762852 -0.181879 0.0 0.1 0.0
N -2.657500 -0.474606 0.186323 -0.5 -0.3 0.0
H -1.663740 -0.036177 -1.688562 0.1 -0.1 -0.3
C 2.270896 0.823690 0.053190 0.4 -0.1 0.1
H 2.799989 0.044468 -0.493872 0.0 0.0 0.0
H 0.314508 1.698430 -0.410417 -0.1 0.0 0.0
H 0.381383 -2.189728 -0.822214 0.0 0.0 0.1
H -2.616087 -1.205903 0.875218 0.1 -0.1 0.1
```
Forces are in eV/Å.

Results of the Mulliken charge analysis, in e, for atoms 1 through 4: number 1, C, carries -0.987; number 2, H, carries 0.286; number 3, H, carries 0.299; number 4, H, carries 0.340



Please write out number 2 again, unchanged.
Molecular formula: C5H11N2
Method: DFT, the ωB97M-V functional and the def2-TZVPD basis

Computed properties:
**E_HOMO**: -14.473 eV
**Total energy**: -8334.469 eV
**Total charge**: +1
**HOMO-LUMO gap**: 10.83 eV
**ΔE to the lowest compared entry with this formula, charge and spin**: 255.7 kJ/mol
**Largest force on an atom**: 3.39 eV Å⁻¹

```
18
Properties=species:S:1:pos:R:3:forces:R:3
C 0.459011 -1.619556 0.106813 0.4 -0.7 0.0
H -1.798469 1.284186 1.191101 0.1 -0.1 0.0
H -0.222525 -2.063491 0.831672 0.0 0.0 0.0
H 2.655495 1.796953 -0.240162 0.0 0.0 0.0
H 2.489444 0.677529 1.113856 0.0 0.0 0.0
C -1.717197 0.034672 -0.619051 2.5 -0.6 0.5
C -2.370389 0.937045 0.338577 -0.1 0.4 0.3
H 1.477562 -1.687142 0.488014 -0.1 0.0 0.0
N 0.081895 -0.269222 -0.141594 -2.9 1.4 -0.9
H -3.157023 1.605672 0.013002 0.0 0.0 0.0
C 0.816824 0.762852 -0.181879 0.0 0.1 0.0
N -2.657500 -0.474606 0.186323 -0.5 -0.3 0.0
H -1.663740 -0.036177 -1.688562 0.1 -0.1 -0.3
C 2.270896 0.823690 0.053190 0.4 -0.1 0.1
H 2.799989 0.044468 -0.493872 0.0 0.0 0.0
H 0.314508 1.698430 -0.410417 -0.1 0.0 0.0
H 0.381383 -2.189728 -0.822214 0.0 0.0 0.1
H -2.616087 -1.205903 0.875218 0.1 -0.1 0.1
```
Forces are in eV/Å.

Results of the Mulliken charge analysis, in e, for atoms 1 through 4: number 1, C, carries -0.987; number 2, H, carries 0.286; number 3, H, carries 0.299; number 4, H, carries 0.340



total energy of number 2 (C5H11N2)? -8334.469 eV



The highest total energy belongs to which entry? number 1